# 1
5 unconnected molecules or ions with the total composition C29H35BN6OS at a distorted geometry. Source: the OMol25 dataset; level of theory: wB97M-V/def2-TZVPD.

The geometry in ORCA input format:
```
! RIJCOSX wB97M-V def2-TZVPD def2/J DEFGRID3
* xyz 0 1
C -4.7461 0.5257 0.9333
C -4.5452 -0.9854 0.2688
S -3.0538 -1.0675 -0.8624
C -1.4849 -1.4970 0.1038
C -0.5557 -0.1555 0.2633
C -0.7809 0.7476 -1.1262
N -1.1969 1.4370 -2.1690
C -0.9319 0.8022 1.5414
C -0.0775 2.2085 1.3589
N 0.6871 3.2739 1.4208
B -0.5898 0.1600 3.0168
O 0.7103 -0.3837 3.4604
C -1.8232 0.1674 4.1355
C -2.8731 -1.0854 3.9654
H -5.8856 0.7937 0.8367
H -4.4076 0.5775 2.0657
H -4.0820 1.2717 0.3084
H -4.4992 -1.7272 1.1867
H -5.5136 -1.2176 -0.3652
H -0.8715 -2.2477 -0.5905
H -1.7163 -2.0663 1.0998
H 0.5766 -0.5156 0.2466
H -2.0668 1.0927 1.5193
H 1.0943 0.2451 4.1626
H -1.4392 0.1410 5.2509
H -2.4029 1.1837 3.9579
H -3.9684 -0.7299 4.1766
H -2.8304 -1.6178 2.9220
H -2.5982 -1.9007 4.7859
C 4.7106 -2.3486 -1.2160
C 3.5645 -1.7033 -1.6681
C 2.3703 -2.4062 -1.6611
N 2.2541 -3.6859 -1.2437
C 3.3843 -4.2866 -0.8122
C 4.6227 -3.6660 -0.7779
H 5.6646 -1.8295 -1.2054
H 3.5999 -0.6775 -2.0170
H 1.4476 -1.9452 -2.0013
H 3.2647 -5.3154 -0.4842
H 5.4973 -4.1965 -0.4192
C 0.5265 4.7726 -3.9691
C 0.9461 5.6603 -4.9541
C 0.1263 5.8543 -6.0543
N -1.0578 5.2275 -6.2288
C -1.4378 4.3702 -5.2567
C -0.6892 4.1132 -4.1194
H 1.1417 4.5957 -3.0916
H 1.8886 6.1889 -4.8672
H 0.4082 6.5394 -6.8485
H -2.3920 3.8776 -5.4216
H -1.0445 3.4158 -3.3693
C 10.1309 -4.0553 -2.1083
C 8.9847 -3.4100 -2.5604
C 7.7906 -4.1129 -2.5535
N 7.6744 -5.3926 -2.1360
C 8.8046 -5.9933 -1.7045
C 10.0429 -5.3727 -1.6702
H 11.0849 -3.5362 -2.0977
H 9.0202 -2.3842 -2.9093
H 6.8678 -3.6519 -2.8936
H 8.6850 -7.0221 -1.3765
H 10.9176 -5.9032 -1.3115
C -7.6522 3.6693 4.3898
C -8.1974 2.8019 3.4491
C -7.3878 1.8039 2.9306
N -6.0958 1.6258 3.2830
C -5.5938 2.4844 4.1969
C -6.3249 3.5101 4.7744
H -8.2564 4.4630 4.8195
H -9.2281 2.9001 3.1277
H -7.7681 1.1000 2.1961
H -4.5528 2.3214 4.4616
H -5.8706 4.1692 5.5055
*
```

## Properties
SMILES string = CCSC[C@@H](C#N)[C@H](C#N)B(O)CC.c1ccncc1.c1ccncc1.c1ccncc1.c1ccncc1
molar mass = 526.52 g/mol
HOMO = -8.751 eV



# 2
A molecular structure, C32H32BrN6O2Ru at a distorted geometry. Source: the OMol25 dataset; level of theory: wB97M-V/def2-TZVPD.

The geometry in ORCA input format:
```
! RIJCOSX wB97M-V def2-TZVPD def2/J DEFGRID3
* xyz 2 6
Ru -0.2008 -1.3531 -0.3198
O -0.2894 -3.3876 -0.6128
C -1.0354 -3.6582 -1.6375
C -0.5629 -4.5312 -2.6458
C -1.3865 -4.9384 -3.6577
C -2.7379 -4.5211 -3.7158
C -3.2380 -3.6802 -2.7632
C -2.4149 -3.1856 -1.7312
C -2.9609 -2.3545 -0.7273
N -2.2081 -1.5855 0.0258
N -2.7521 -0.9361 1.0287
C -1.8521 -0.4076 1.8778
O -0.6099 -0.6870 1.8275
C -2.3581 0.5308 2.8866
C -3.6456 1.0610 2.7564
C -4.0814 2.0369 3.6348
C -3.2442 2.4817 4.6493
C -1.9676 1.9476 4.7894
C -1.5221 0.9776 3.9118
H 0.4584 -4.8798 -2.5675
H -1.0041 -5.5989 -4.4247
H -3.3738 -4.8681 -4.5181
H -4.2699 -3.3558 -2.8109
H -4.0324 -2.3709 -0.5490
H -4.2840 0.6999 1.9626
H -5.0779 2.4453 3.5349
H -3.5850 3.2410 5.3403
H -1.3258 2.2796 5.5949
H -0.5401 0.5339 4.0237
Br -4.1845 4.9230 -2.2922
C -2.9893 3.4668 -2.1511
C -2.1246 3.1731 -3.1960
C -1.2332 2.1239 -3.0908
C -1.1758 1.3356 -1.9274
C -2.0720 1.6519 -0.8966
C -2.9661 2.6967 -0.9977
N -0.2634 0.3053 -1.7320
C 0.7807 0.1179 -2.5773
C 1.7635 -0.8365 -2.3100
C 2.8800 -1.0833 -3.1462
C 3.7617 -2.0762 -2.8164
C 3.5548 -2.8510 -1.6559
C 2.4648 -2.5690 -0.8714
N 1.6153 -1.5709 -1.1609
H -2.1471 3.7712 -4.0965
H -0.5916 1.9213 -3.9363
H -2.0448 1.0656 0.0079
H -3.6379 2.9229 -0.1805
H 0.8953 0.7419 -3.4525
H 2.9980 -0.4945 -4.0455
H 4.6148 -2.2772 -3.4509
H 4.2249 -3.6546 -1.3902
H 2.2506 -3.1342 0.0273
C 4.2755 1.6420 1.1836
C 3.3881 0.7156 0.3157
N 2.1317 0.4281 1.0053
C 1.3507 1.6653 1.1284
C 2.1945 2.7745 1.8029
N 3.4375 2.1269 2.3265
C 3.0779 0.9815 3.2220
C 2.4290 -0.1102 2.3373
H 4.6311 2.5068 0.6270
H 5.1348 1.1184 1.5991
H 3.9098 -0.2203 0.1140
H 3.1627 1.1789 -0.6452
H 0.4649 1.4464 1.7185
H 1.0276 1.9848 0.1375
H 1.6595 3.2373 2.6304
H 2.4903 3.5565 1.1054
H 3.9696 2.8120 2.8604
H 2.3972 1.3521 3.9867
H 3.9831 0.6280 3.7124
H 1.5079 -0.4713 2.7847
H 3.1049 -0.9583 2.2231
*
```

## Properties
ΔE to the lowest compared entry with this formula, charge and spin = 30.1 kcal per mole
molar mass = 713.62 g/mol
HOMO (spin up / spin down) = -11.333 / -12.726 eV



# 3
A molecular structure, C5H15N2O at a distorted geometry. Source: the OMol25 dataset; level of theory: wB97M-V/def2-TZVPD.

The geometry in ORCA input format:
```
! RIJCOSX wB97M-V def2-TZVPD def2/J DEFGRID3
* xyz 1 1
N -1.0133 0.8867 1.9279
C -0.3244 -0.6379 0.1405
C -1.5529 -0.4862 -0.6820
C -1.9484 0.9483 -1.0414
O -2.5308 -1.1655 0.0775
C 0.9403 0.0758 -0.1875
N 2.0755 -0.7637 0.1652
C 3.3785 -0.1583 -0.1364
H -0.4859 0.9155 2.7954
H -2.0017 0.8527 2.1559
H -0.6975 0.2088 1.1686
H -0.2934 -1.5097 0.7949
H -1.3296 -1.0289 -1.6197
H -2.8168 0.9370 -1.6914
H -2.1603 1.4543 -0.1017
H -1.1583 1.5316 -1.5165
H -3.2170 -1.6045 -0.4390
H 0.9981 0.3461 -1.2557
H 0.9741 0.9743 0.4416
H 1.9633 -1.6393 -0.3302
H 4.1240 -0.8795 0.2005
H 3.5664 0.7953 0.3511
H 3.5102 -0.0529 -1.2176
*
```

## Properties
ΔE to the lowest compared entry with this formula, charge and spin = 114.3 kcal per mole
molar mass = 119.19 g/mol
HOMO = -13.301 eV



# 4
6 unconnected molecules or ions with the total composition C20H55N3O7 at a distorted geometry. Source: the OMol25 dataset; level of theory: wB97M-V/def2-TZVPD.

The geometry in ORCA input format:
```
! RIJCOSX wB97M-V def2-TZVPD def2/J DEFGRID3
* xyz 0 1
C 4.2935 0.5821 -8.5348
O 4.8704 1.6774 -7.8704
C 5.1769 1.5529 -6.4641
C 4.2179 2.5168 -5.6574
C 4.7149 2.8045 -4.2282
N 2.8964 2.0429 -5.6953
H 3.2229 0.6112 -8.3320
H 4.9053 -0.3002 -8.3467
H 4.3986 0.7579 -9.6054
H 5.0708 0.5595 -6.0280
H 6.2407 1.7480 -6.3282
H 4.3402 3.5126 -6.0834
H 5.0911 1.9269 -3.7023
H 3.8906 3.2123 -3.6431
H 5.4531 3.5954 -4.3607
H 2.5345 2.2801 -6.6079
H 2.3867 2.6769 -5.0968
C -0.7570 -3.2967 5.5423
O 0.2892 -2.4571 5.0199
C 0.8738 -2.7392 3.7666
C 1.6404 -1.5617 3.0687
C 2.9810 -1.1061 3.6392
N 0.8533 -0.4142 2.7636
H -1.4761 -3.4659 4.7408
H -1.3071 -2.9726 6.4257
H -0.2585 -4.2454 5.7419
H 1.3830 -3.7023 3.8006
H 0.0188 -2.8550 3.1005
H 1.9697 -1.9645 2.1109
H 3.1014 -1.6155 4.5953
H 2.9751 -0.0280 3.7998
H 3.7778 -1.3156 2.9255
H 0.0775 -0.5461 3.3967
H 1.4166 0.2735 3.2432
C -5.5227 -2.6352 -1.0221
O -6.2996 -2.3675 0.1542
C -5.7204 -3.0927 1.2342
C -4.3370 -2.5612 1.7693
N -4.1255 -1.1050 1.6911
C -2.7696 -0.6695 1.7519
C -2.6104 0.8369 1.6808
O -2.9402 1.4172 0.4433
C -2.0033 1.2949 -0.6291
H -5.5475 -3.6637 -1.3823
H -4.4990 -2.3357 -0.7976
H -5.9318 -1.9894 -1.7991
H -5.6054 -4.1475 0.9846
H -6.4708 -2.9861 2.0175
H -3.5143 -3.1626 1.3824
H -4.3544 -2.8190 2.8283
H -4.6498 -0.7780 0.8921
H -2.0107 -0.9726 1.0306
H -2.3275 -1.0567 2.6700
H -1.6133 1.1428 1.9974
H -3.1683 1.3818 2.4424
H -2.4148 0.9579 -1.5806
H -1.2287 0.5959 -0.3137
H -1.4338 2.2043 -0.8208
C 1.9761 2.6457 -0.3898
C 1.4660 1.5402 0.4647
O 1.1768 0.3582 -0.2216
H 2.8397 2.3616 -0.9912
H 2.2782 3.5557 0.1287
H 1.3192 2.9786 -1.1933
H 0.5864 1.7825 1.0611
H 2.1838 1.4983 1.2840
H 0.8160 -0.1414 0.5145
C -0.9607 -2.9215 -0.5679
C -0.8639 -4.1303 -1.5308
O -2.1708 -4.4565 -2.0340
H -0.0920 -2.7500 0.0678
H -1.8064 -3.0997 0.0963
H -1.1633 -1.9888 -1.0943
H -0.3119 -5.0462 -1.3200
H -0.3387 -3.6842 -2.3754
H -2.6567 -4.9277 -1.3532
C 0.2480 4.2936 3.2560
C -1.0173 5.1698 3.6182
O -0.6686 6.5688 3.7421
H 0.8294 4.3793 4.1740
H 0.7753 4.7439 2.4150
H 0.1378 3.2181 3.1178
H -1.6267 4.8566 4.4659
H -1.6983 4.9608 2.7932
H -1.4222 7.0002 4.1514
*
```

## Properties
SMILES string = COC[C@H](C)N.COC[C@H](C)N.COCCNCCOC.CCO.CCO.CCO
ΔE to the lowest compared entry with this formula, charge and spin = 0.0 kcal per mole
molar mass = 449.67 g/mol
HOMO = -8.720 eV



# 5
2 unconnected molecules or ions with the total composition C3H10NO at a distorted geometry. Source: the OMol25 dataset; level of theory: wB97M-V/def2-TZVPD.

The geometry in ORCA input format:
```
! RIJCOSX wB97M-V def2-TZVPD def2/J DEFGRID3
* xyz 0 2
C -2.1741 -1.1134 0.5171
O -1.2568 -1.2450 -0.6051
H -2.5167 -0.1022 0.7257
H -1.7480 -1.6683 1.3527
H -3.1181 -1.5649 0.1778
H -1.5295 -2.0809 -0.9813
C 0.9911 1.8271 0.3804
C 2.1395 -0.0945 -0.7725
N 1.0198 0.5756 -0.4083
H 1.8853 1.8703 0.9962
H 0.7338 2.6161 -0.3203
H 0.1628 1.6845 1.0750
H 3.1291 0.3219 -0.6344
H 2.1556 -1.1614 -0.9560
H 0.1263 0.1351 -0.5471
*
```

## Properties
ΔE to the lowest compared entry with this formula, charge and spin = 20.0 kcal per mole
molar mass = 76.12 g/mol
HOMO (spin up / spin down) = -5.294 / -9.541 eV



# 6
2 unconnected molecules or ions with the total composition C4H10N2O3 at a distorted geometry. Source: the OMol25 dataset; level of theory: wB97M-V/def2-TZVPD.

The geometry in ORCA input format:
```
! RIJCOSX wB97M-V def2-TZVPD def2/J DEFGRID3
* xyz 0 1
C 1.4718 0.2813 -1.2350
C 1.2558 -0.8372 -0.2146
N 1.2096 -0.2773 1.1600
C 0.3774 0.7054 1.5515
O -0.5054 1.1426 0.8297
C -0.0492 -1.6554 -0.4940
N -1.0878 -0.9391 -0.9856
O -0.0408 -2.8608 -0.3581
H 1.0852 0.0003 -2.2029
H 2.5554 0.4010 -1.2978
H 1.0845 1.2320 -0.8922
H 1.9367 -1.6546 -0.0911
H 1.7456 -0.8121 1.8173
H 0.5451 1.0529 2.5779
H -1.1602 0.0466 -0.7730
H -1.9477 -1.4465 -1.1240
O -2.9895 1.8591 0.2168
H -2.6855 1.1258 0.7578
H -2.8009 2.6357 0.7574
*
```

## Properties
SMILES string = C[C@@H](NC=O)C(N)=O.O
ΔE to the lowest compared entry with this formula, charge and spin = 9.1 kcal per mole
molar mass = 134.13 g/mol
HOMO = -9.531 eV



# 7
C2H4OS in the gas phase at a distorted geometry. Source: the OMol25 dataset; level of theory: wB97M-V/def2-TZVPD.

The geometry in ORCA input format:
```
! RIJCOSX wB97M-V def2-TZVPD def2/J DEFGRID3
* xyz 0 1
O 0.3061 -2.3369 -0.7324
C 0.3094 -1.1567 -0.8941
C -0.7023 0.0236 0.0254
S 0.2981 1.5606 0.3059
H 0.8918 -0.7334 -1.7338
H -1.3529 0.4303 -0.8699
H -1.1363 -0.2329 0.9635
H 1.5100 0.9223 0.6902
*
```

## Properties
SMILES string = O=CCS
ΔE to the lowest compared entry with this formula, charge and spin = 39.1 kcal per mole
molar mass = 76.12 g/mol
HOMO = -9.416 eV



# 8
A molecular structure, C19H24NO2OsS4 at a distorted geometry. Source: the OMol25 dataset; level of theory: wB97M-V/def2-TZVPD.

The geometry in ORCA input format:
```
! RIJCOSX wB97M-V def2-TZVPD def2/J DEFGRID3
* xyz 3 1
Os -0.4642 1.2242 -0.1313
C 0.7510 2.5305 2.7136
C -0.0530 3.6294 2.0619
S -0.1010 3.5903 0.2379
C 1.5895 3.9231 -0.3508
C 2.5542 2.7644 -0.2243
S 1.8329 1.1884 -0.8136
C 2.5527 0.0153 0.3714
C 2.1428 0.2422 1.8137
S 0.4102 0.8522 2.0056
H 0.5169 2.4628 3.7758
H 1.8161 2.7212 2.6147
H 0.3145 4.6100 2.3696
H -1.1061 3.5906 2.3474
H 1.9543 4.8042 0.1800
H 1.4468 4.2175 -1.3921
H 2.9018 2.6292 0.7964
H 3.4270 2.9484 -0.8531
H 3.6387 0.0457 0.2658
H 2.2204 -0.9536 0.0020
H 2.7800 0.9734 2.3062
H 2.2145 -0.6818 2.3856
N -2.5246 1.6598 0.2941
C -2.8399 1.2845 -1.0678
C -2.0542 1.9237 -2.0426
C -2.1601 1.5016 -3.3774
C -3.0442 0.4958 -3.7019
C -3.8291 -0.1075 -2.7111
C -3.7308 0.2745 -1.3819
H -3.0074 1.1237 1.0134
H -2.7659 2.6371 0.4636
H -1.4712 2.8093 -1.8055
H -1.5912 1.9997 -4.1506
H -3.1571 0.1899 -4.7330
H -4.5344 -0.8809 -2.9866
H -4.3306 -0.2062 -0.6195
O 1.4495 -7.0958 0.4884
C 1.2380 -6.0316 1.2326
O 1.4167 -6.0530 2.4245
C 0.7637 -4.7267 0.6204
C 0.5243 -3.6798 1.5310
C 0.0958 -2.4592 1.0807
C -0.1114 -2.2619 -0.3002
S -0.7495 -0.8226 -0.9776
C 0.0949 -3.3229 -1.2088
C 0.5493 -4.5413 -0.7469
H 1.2716 -6.9873 -0.4547
H 0.6701 -3.8761 2.5852
H -0.1361 -1.6696 1.7818
H -0.0959 -3.1748 -2.2642
H 0.7194 -5.3301 -1.4678
*
```

## Properties
ΔE to the lowest compared entry with this formula, charge and spin = 4.0 kcal per mole
molar mass = 616.90 g/mol
HOMO (spin up / spin down) = -17.998 / -17.998 eV